ORCA calculation (the ωB97M-V functional and the def2-TZVPD basis) on a molecular structure, C16H32CrF12N4O12S4 at a distorted geometry.

Properties
maximum force = 0.1136 hartree/bohr
expectation value of S² = 6.0084
gap between HOMO and LUMO (spin up / spin down) = 8.5526 / 8.8304 eV
multiplicity = 5
HOMO energy (spin up / spin down) = -0.3312 / -0.3312 Eh

```
81
Properties=species:S:1:pos:R:3:forces:R:3:mulliken_spin:R:1
Cr 2.7239 -15.5876 22.8019 1.4 -1.5 0.1 3.718
C 3.0863 -17.6103 19.1943 -1.8 1.7 1.5 0.007
F 2.1233 -17.4910 18.2805 0.7 -0.6 0.8 0.000
F 2.7695 -18.4710 20.1782 -1.1 0.4 0.1 0.000
F 4.1706 -18.0601 18.7269 2.5 -0.9 -2.2 0.001
S 3.6454 -15.9136 19.9406 1.9 0.0 -0.2 -0.013
O 4.6670 -16.3377 20.9079 -1.9 0.4 -0.4 0.018
O 4.1959 -15.1564 18.8149 -1.8 -1.0 1.8 0.008
N 2.2643 -15.2474 20.8594 1.9 -1.2 -3.3 0.080
S 1.5330 -14.3738 19.7141 -1.8 4.9 -2.6 0.015
O 2.1707 -13.0594 19.5132 -1.0 -2.2 1.2 0.005
O 1.1949 -15.0139 18.4443 0.3 -0.5 2.0 0.003
C -0.2533 -13.9500 20.4766 2.4 -0.3 0.8 0.008
F -0.9299 -13.2385 19.6412 -0.4 0.4 -0.9 0.000
F -0.8921 -15.0997 20.7114 -0.2 0.2 0.4 -0.001
F -0.1030 -13.2161 21.6081 -0.2 -1.0 -0.5 -0.001
C -0.9508 -14.6758 24.9505 1.1 2.2 1.1 -0.003
F -1.4695 -13.5167 24.5860 -0.1 0.4 0.1 0.000
F -1.5707 -15.0519 26.0891 0.7 -0.5 -1.3 0.001
F -1.0940 -15.4781 23.9255 0.1 -1.2 0.3 0.002
S 0.9814 -14.3876 25.3802 -0.5 -3.2 3.0 0.065
O 1.1134 -13.4415 26.4777 -0.5 -0.1 -2.1 0.005
O 1.4105 -15.7083 25.8083 -0.4 -0.2 -0.9 0.012
N 1.7815 -14.1453 23.9573 -2.4 2.6 2.1 -0.019
S 1.8595 -12.5063 23.9109 1.8 4.2 0.7 0.036
O 2.4209 -12.0579 22.6912 0.3 -0.9 -1.4 0.005
O 0.8182 -11.6239 24.4241 0.5 -2.4 -0.3 0.005
C 3.3967 -12.1577 25.1188 -0.3 0.3 0.0 0.008
F 4.0561 -13.2737 25.4660 0.2 0.0 -0.7 0.004
F 4.2232 -11.3116 24.4437 -0.6 -0.9 0.6 0.001
F 3.0951 -11.5914 26.2817 -0.4 0.5 -0.5 0.000
C 0.3531 -17.7606 22.1591 -0.1 -0.8 -0.1 0.025
O 1.6560 -17.5085 22.7429 -0.8 0.9 0.2 -0.041
C 2.1816 -18.5817 23.5408 -0.2 -0.6 0.6 -0.006
C 3.2726 -17.9963 24.4574 -1.1 0.0 -1.0 0.061
N 4.0757 -17.1046 23.6087 0.6 2.1 2.7 -0.062
C 4.8483 -16.1346 24.5138 0.1 2.1 -0.1 0.090
C 5.5194 -14.9624 23.7180 1.0 -2.4 -1.3 -0.066
O 4.6739 -14.1509 22.9446 -0.9 1.0 0.6 -0.010
C 5.4396 -13.0700 22.3099 -0.5 -1.0 -1.2 0.005
H 0.4691 -18.6555 21.5476 -0.2 0.0 -0.2 0.003
H -0.0627 -16.9545 21.5545 1.0 0.2 0.0 -0.013
H -0.4401 -17.9391 22.8850 0.4 -0.2 0.6 0.005
H 2.4372 -19.4407 22.9203 0.8 0.4 -0.6 -0.003
H 1.4233 -19.0629 24.1585 -0.5 0.6 0.3 0.003
H 3.9078 -18.7728 24.8835 -0.3 -0.1 0.2 0.005
H 2.7459 -17.4029 25.2049 0.3 -0.2 0.2 -0.016
H 4.7283 -17.7613 23.2051 0.5 0.4 -1.0 0.057
H 5.6574 -16.4954 25.1489 0.1 -0.9 -0.3 0.021
H 4.2240 -15.6464 25.2622 -0.9 -0.5 -0.1 -0.010
H 6.0820 -15.5634 23.0035 0.6 0.1 -0.5 -0.012
H 6.2972 -14.3635 24.1917 -0.5 -0.1 0.9 0.000
H 5.9739 -13.5713 21.5028 0.3 0.1 -0.1 -0.002
H 6.1615 -12.5623 22.9496 -0.3 -0.3 0.5 0.001
H 4.7680 -12.3489 21.8442 -0.2 -0.2 0.4 -0.002
C 5.5528 -13.8116 28.2413 2.0 -2.0 -0.3 0.000
C 4.1442 -14.2973 28.3876 0.1 -0.5 -0.6 0.000
C 3.9656 -15.6936 29.1199 0.0 0.5 -0.6 0.000
O 4.4876 -16.7950 28.3077 0.0 0.0 0.3 0.000
C 4.4614 -18.0968 28.9178 0.0 0.4 1.2 0.000
N 3.5354 -13.1540 29.0455 -1.0 -0.6 0.5 0.000
H 5.7637 -12.9452 27.6144 -0.7 0.2 0.2 0.000
H 6.1496 -14.5938 27.7720 0.3 -0.3 0.1 0.000
H 5.9777 -13.6750 29.2357 0.1 0.3 0.1 0.000
H 3.7795 -14.5545 27.3931 -0.5 0.6 -0.2 -0.002
H 2.8987 -15.9004 29.2042 -0.1 0.3 0.3 0.000
H 4.4244 -15.5918 30.1034 0.2 -0.5 0.2 0.000
H 3.9734 -18.9314 28.4144 0.0 0.5 -1.2 0.000
H 3.9021 -18.1413 29.8523 -0.1 0.7 0.3 0.000
H 5.4684 -18.4158 29.1868 0.2 0.1 -0.2 0.000
H 2.7012 -12.8051 28.5954 -0.1 -0.1 0.0 0.000
H 4.2357 -12.4283 29.0988 -0.5 0.2 0.0 0.000
C 7.4098 -19.5389 20.9463 1.3 0.2 1.2 0.000
C 5.9891 -19.6093 21.5425 -0.6 -0.1 -1.6 0.000
O 5.6548 -19.2260 22.9092 1.1 -0.5 -1.3 0.000
H 7.4769 -19.5454 19.8584 -0.8 0.1 0.0 0.000
H 8.1111 -20.3212 21.2367 -0.5 -0.8 0.3 0.000
H 8.0411 -18.7066 21.2573 -0.7 0.8 0.1 0.000
H 5.5731 -20.5825 21.2819 0.2 -0.6 0.8 0.000
H 5.3460 -19.0255 20.8840 0.1 0.8 0.5 0.001
H 6.2538 -19.6685 23.5150 0.1 -0.1 0.1 0.000
```
Positions in Å, forces in eV/Å.

***

ORCA calculation (the ωB97M-V functional and the def2-TZVPD basis) on a molecular structure, C16H32MgO2P2 at a distorted geometry.

Properties
maximum force = 0.0710 hartree/bohr
relative energy (zero: lowest compared OMol25 entry of this formula, charge and spin) = 500.69 kJ/mol
gap between HOMO and LUMO (spin up / spin down) = 5.2657 / 5.7369 eV
HOMO energy (spin up / spin down) = -0.2163 / -0.2175 Eh

```
53
Properties=species:S:1:pos:R:3:forces:R:3:mulliken_charge:R:1
P 0.7545 -1.7149 -1.0693 -1.8 -1.2 -2.1 1.057
P 0.6296 1.8913 0.0113 -1.3 -0.1 -2.6 1.380
C 0.1938 -0.2111 -1.8556 1.4 -0.8 -1.0 -0.150
C 1.1670 0.8814 -1.5044 0.2 1.2 0.8 -1.183
H -1.1320 -0.1732 -1.3433 1.5 -0.1 -0.5 -1.327
H 0.0581 -0.2686 -2.9612 0.0 -0.1 0.8 0.818
H 2.1779 0.5165 -1.2219 -0.2 -0.1 -0.4 0.033
H 1.2379 1.5810 -2.3481 0.4 -0.1 0.3 0.558
C -0.1847 3.1140 -1.1196 0.1 0.8 0.4 -1.876
H -0.5833 3.9501 -0.5410 -0.2 0.0 -0.1 0.362
H -0.9671 2.6867 -1.7476 0.1 -0.1 0.3 0.341
H 0.6204 3.4842 -1.7672 -0.4 0.1 0.0 0.613
C 2.1018 2.9451 0.2873 0.7 0.6 -0.6 -1.634
H 2.1488 3.8368 -0.3421 0.0 -0.1 0.1 0.578
H 3.0425 2.3820 -0.0071 -0.4 0.7 0.5 0.392
H 1.9681 3.2861 1.3417 0.8 0.2 -0.6 0.402
C -0.0421 -2.8511 -2.2929 0.7 -0.3 -0.6 -1.913
H -0.1710 -3.8415 -1.8430 0.1 0.0 -0.2 0.378
H 0.5771 -2.9198 -3.1995 -0.1 -0.1 0.2 0.440
H -1.0392 -2.4899 -2.5716 0.5 0.1 0.2 0.527
C 2.4727 -2.3041 -1.1791 0.8 -0.1 -0.8 -1.292
H 3.1859 -1.4687 -1.1720 -0.1 -0.3 0.1 0.373
H 2.5943 -2.8834 -2.1135 0.2 0.3 0.4 0.431
H 2.6902 -2.9657 -0.3266 -0.1 0.3 -0.2 0.360
Mg 2.6682 1.4414 1.7038 0.0 -2.0 3.1 0.794
C -2.0939 1.0806 0.2163 -0.5 0.3 -1.5 -0.778
C -2.2395 0.4404 -1.0716 -1.7 2.4 1.6 1.257
C -3.5282 -0.3957 -1.0119 -0.2 -1.1 0.0 -1.381
C -3.3267 -1.7153 -0.2396 -1.1 0.9 0.2 -0.532
C -2.1112 -2.4775 -0.4844 1.7 -1.0 0.4 -0.940
C -0.9196 -2.1884 0.1676 -0.9 0.5 3.3 -0.565
C -0.6803 -0.9013 1.1428 -0.5 0.3 0.5 0.497
C -1.7244 0.3145 1.4101 0.5 -1.2 1.8 -1.085
C 2.6964 -0.6034 2.5247 0.7 0.3 -0.5 -1.096
H -2.3816 2.1468 0.3803 0.8 -0.7 -0.4 0.331
H -2.3209 1.0889 -1.9697 0.1 0.2 0.8 0.405
H -3.9061 -0.5323 -2.0350 0.3 -0.3 0.1 0.436
H -4.2882 0.2317 -0.5095 0.1 -0.4 -0.2 0.380
H -3.2355 -1.4890 0.8192 -0.8 0.4 0.1 0.202
H -4.1855 -2.3916 -0.3364 0.0 0.3 -0.1 0.461
H -2.2340 -3.4855 -0.9006 0.2 0.4 0.2 0.448
H -0.4017 -3.0340 0.6642 -0.1 0.3 -0.7 0.894
H 0.2639 -0.3854 0.8357 -1.0 -0.4 0.1 -1.094
H -0.3389 -1.2995 2.1206 -0.7 0.1 -0.3 0.640
H -2.6126 0.0111 2.0461 0.6 -0.1 -0.9 0.509
H -1.2328 1.0089 2.1536 -0.1 -0.6 -0.9 0.419
H 3.4998 -0.6959 3.2883 -0.4 0.0 -0.5 0.409
H 2.6953 -1.4786 1.8583 0.0 0.1 0.4 0.193
H 1.7378 -0.4917 3.0522 0.3 -0.2 -0.3 0.177
O 2.8995 2.6187 3.6123 -1.5 -0.2 -0.2 -0.714
C 1.6646 2.3550 3.8040 0.3 -1.1 -1.8 0.074
O 0.9839 1.6845 2.9211 0.9 2.0 1.8 -0.420
H 1.1514 2.6795 4.7240 0.2 -0.1 -0.1 0.410
```
Positions in Å, forces in eV/Å.

***

ORCA calculation (the ωB97M-V functional and the def2-TZVPD basis) on a molecular structure, C16H32N4O8P2Ti at a distorted geometry.

Properties
maximum force = 0.0641 hartree/bohr
relative energy (zero: lowest compared OMol25 entry of this formula, charge and spin) = 21.55 kJ/mol
expectation value of S² = 0.7542
gap between HOMO and LUMO (spin up / spin down) = 6.2871 / 8.5876 eV
multiplicity = 2
HOMO energy (spin up / spin down) = -0.3583 / -0.4430 Eh
total charge = +1

```
63
Properties=species:S:1:pos:R:3:forces:R:3:mulliken_spin:R:1
Ti -1.1916 -0.0973 1.0580 -1.0 -2.0 2.2 -0.012
O -5.0440 -0.1976 2.3177 2.3 0.6 0.7 0.001
C -3.8316 -0.1449 2.3873 0.1 -1.1 0.9 -0.014
O -3.0390 -0.4693 1.3450 1.0 0.6 -0.9 0.007
C -2.8086 0.0144 3.6400 -1.7 0.1 -0.6 0.008
C -1.7772 -1.1147 3.7185 -1.5 -0.8 1.6 0.017
C -1.1009 -0.9348 5.1135 -0.2 -0.3 0.0 0.052
C -0.1969 0.3441 5.0666 -0.7 -0.1 1.0 -0.011
C -0.5426 1.1392 3.8796 0.9 0.3 -0.3 0.666
O -0.8514 -1.0720 2.6979 0.3 1.1 -3.1 0.024
C -2.0059 1.3192 3.6677 -0.1 2.7 -0.4 0.075
C -2.1794 2.2112 2.4127 0.2 1.2 0.0 0.020
O -2.7324 3.2740 2.2561 0.8 -2.1 0.4 -0.001
O -1.3895 1.6655 1.3938 -0.5 -0.2 -0.5 0.001
H -3.3435 0.0623 4.5806 -0.6 -0.6 -0.2 0.027
H -2.3262 -2.0747 3.6932 0.3 0.2 0.0 0.006
H -0.5691 -1.8512 5.4074 0.2 0.4 -0.3 0.001
H -1.8879 -0.8280 5.8953 0.4 0.0 -0.7 -0.009
H 0.8477 0.1085 5.1972 0.3 -0.1 -0.4 0.004
H -0.4441 0.9749 5.9420 0.0 -0.3 0.0 0.032
H 0.1838 1.3374 3.0840 -0.4 0.1 0.6 0.131
H -2.3616 1.9282 4.5278 -0.1 -0.2 -0.5 -0.036
C 4.3382 -0.8097 -0.2797 0.1 0.6 -1.6 0.000
N 2.8788 -0.9849 -0.3957 -0.1 1.3 0.4 0.000
C 2.4243 -2.2966 0.0297 -0.9 -0.4 -0.9 0.000
P 1.7431 0.2096 -0.4641 0.0 -1.8 0.2 0.002
O 0.8449 0.1009 0.7609 0.1 0.7 -1.2 0.013
O 0.8601 -0.1009 -1.8298 0.2 0.0 0.6 0.001
P -0.6527 -0.6033 -2.1265 0.9 -0.4 0.6 -0.002
O -1.1693 -1.0562 -0.7514 -0.3 0.9 -0.7 -0.005
N -1.3024 0.6494 -2.9288 -0.4 0.6 0.7 0.000
C -2.7873 0.6443 -3.2246 1.5 -1.1 -0.4 0.000
C -0.5036 1.7889 -3.4474 -0.1 0.0 0.4 0.000
N -0.5742 -1.8644 -3.1357 0.1 -1.0 -0.6 0.000
C -0.0378 -1.6784 -4.5126 0.0 -0.3 -0.2 0.000
C -0.5941 -3.3099 -2.7585 0.7 0.5 0.3 0.000
N 2.4491 1.6058 -0.8024 0.2 1.6 -0.5 0.000
C 2.3126 2.8986 -0.0840 -0.3 -0.3 1.1 -0.001
C 2.9179 1.8459 -2.1806 0.2 -0.5 -0.8 0.000
H 4.6934 -0.9773 0.7391 -0.1 0.1 0.0 0.000
H 4.5806 0.2213 -0.6394 0.1 -0.9 0.5 0.000
H 4.8441 -1.5411 -0.9679 -0.4 0.7 0.7 0.000
H 1.4731 -2.2267 0.5959 0.6 -0.2 -0.3 0.001
H 3.1994 -2.7300 0.6588 -0.2 -0.2 0.0 0.000
H 2.2641 -2.8789 -0.9071 0.1 -0.2 0.9 0.000
H -2.9491 -0.1153 -4.0120 -0.3 0.3 0.5 0.000
H -3.0440 1.6084 -3.6192 -0.1 0.4 0.0 0.000
H -3.3383 0.4378 -2.3109 -0.2 -0.1 -0.1 0.000
H 0.4416 1.8701 -2.8710 -0.8 0.0 -0.6 0.000
H -1.0785 2.7299 -3.3286 0.3 -0.6 -0.1 0.000
H -0.2859 1.6098 -4.5102 0.0 0.3 0.2 0.000
H -0.1546 -0.6296 -4.8380 0.2 -0.6 0.1 0.000
H -0.5816 -2.3360 -5.2297 0.1 0.5 0.6 0.000
H 1.0302 -2.0136 -4.5699 -0.7 0.5 0.2 0.000
H -0.6876 -3.4066 -1.6659 -0.4 0.0 -0.5 0.000
H 0.3934 -3.7632 -3.0134 -0.7 0.3 0.0 0.000
H -1.3979 -3.8127 -3.3214 0.3 0.1 0.4 0.000
H 1.9556 2.7162 0.9641 0.1 0.2 -1.0 0.002
H 1.5697 3.5225 -0.6436 0.8 -0.2 0.6 0.000
H 3.3226 3.3752 0.0173 -1.0 -0.3 -0.4 0.000
H 2.8971 0.9057 -2.7588 -0.1 0.5 0.2 0.000
H 3.9581 2.1732 -2.1835 0.0 0.1 0.2 0.000
H 2.3390 2.6276 -2.7353 0.2 -0.6 0.7 0.000
```
Positions in Å, forces in eV/Å.

***

ORCA calculation (the ωB97M-V functional and the def2-TZVPD basis) on a molecular structure, C16H32O at a distorted geometry.

Properties
maximum force = 0.2860 hartree/bohr
relative energy (zero: lowest compared OMol25 entry of this formula, charge and spin) = 1468.12 kJ/mol
gap between HOMO and LUMO = 10.2393 eV
HOMO energy = -0.3506 Eh

```
49
Properties=species:S:1:pos:R:3:forces:R:3:mulliken_charge:R:1
C 2.3315 3.5146 -2.8611 -5.2 -2.2 -4.4 -1.681
C 2.1911 2.1475 -2.2611 0.3 -1.7 -3.0 0.032
C 1.3895 1.1217 -3.2013 5.7 5.1 -2.6 -0.978
C 1.4267 -0.2156 -2.7738 3.9 -1.9 -5.5 0.354
C 0.6155 -0.9845 -3.7864 10.5 -8.3 -0.4 -1.075
C 0.6775 -2.5901 -3.2558 -4.4 1.6 -6.5 -1.273
C -0.5297 -2.9233 -2.5735 -10.5 -3.4 0.5 -0.464
C -1.1733 -2.1302 -1.3395 5.8 1.9 -0.4 -0.311
C -0.2057 -2.4587 -0.1936 -0.5 -0.9 2.7 -0.856
C -0.4872 -1.6386 1.1903 0.1 -12.3 -1.3 -0.722
C -0.2426 -0.3953 1.0240 -0.5 14.7 -0.7 0.181
C -0.4562 0.4670 2.2643 1.8 0.2 4.7 -1.241
C -1.8373 0.7755 2.8546 3.2 -11.5 2.3 -0.634
C -2.0250 1.4253 4.1033 -3.3 5.4 -3.6 -0.453
C -1.3924 1.1142 5.2771 5.4 -7.6 5.3 0.082
C -1.3866 1.9670 6.4470 -2.6 4.0 2.6 -0.221
O -1.7078 1.8127 7.6333 1.2 -1.2 -2.5 -0.493
H -1.3181 3.0778 6.1848 0.7 -0.8 -0.2 0.298
H -1.7220 -0.0067 5.6992 0.8 2.5 -1.1 0.204
H -0.1181 0.9637 5.1627 -3.3 0.3 0.0 0.177
H -3.1520 1.6009 4.2037 1.5 0.0 0.2 0.177
H -1.5428 2.3513 3.7397 -0.6 1.3 0.8 0.201
H -2.4431 0.7606 2.0872 -3.9 1.2 -3.5 0.791
H -1.9603 -0.5581 3.1797 -0.9 3.0 -0.6 0.075
H -0.2917 1.4969 2.1913 2.4 1.8 -1.3 0.421
H 0.2423 0.0634 3.2100 -1.5 1.0 -2.4 0.104
H -0.7933 0.4338 0.3147 0.4 -2.9 0.4 0.133
H 0.7294 -0.1902 0.7483 2.5 0.4 -0.7 0.249
H 0.2300 -2.1222 1.9497 -1.2 0.7 -0.7 0.253
H -1.4742 -1.8325 1.4374 -2.0 -0.8 0.9 0.462
H -0.2660 -3.6120 0.0971 0.3 2.3 -0.9 0.297
H 0.8099 -2.1627 -0.4632 0.2 -0.5 0.0 0.299
H -2.0938 -2.4142 -0.9323 -1.9 -0.3 -0.7 0.562
H -0.9895 -0.9675 -1.5613 -1.2 -2.4 0.5 0.022
H -1.5142 -2.7525 -3.2953 2.4 -0.8 0.9 0.258
H -0.8126 -4.2171 -2.2052 1.5 3.7 -1.3 0.247
H 1.2455 -2.7776 -2.5573 7.5 -0.7 6.7 0.739
H 0.9210 -3.4482 -3.9602 -0.5 1.5 0.0 0.334
H -0.3133 -0.8576 -3.9252 -6.7 1.8 -1.2 0.882
H 1.2640 -1.3865 -4.7785 -1.9 2.6 2.0 0.223
H 2.6238 -0.6022 -2.5746 -2.8 0.9 -1.6 0.170
H 1.2106 -0.4358 -1.8731 -2.8 -0.9 6.6 -0.434
H 2.0519 1.1837 -4.4114 -1.7 -0.2 3.5 0.247
H 0.5632 1.6365 -3.5370 -2.7 0.3 -0.3 0.632
H 3.1966 1.6937 -2.3788 -0.3 0.2 1.4 0.224
H 1.7115 2.1924 -1.2902 0.4 -0.2 0.4 0.234
H 2.8350 3.6692 -3.8159 0.0 -0.7 0.0 0.351
H 1.3165 4.0661 -2.9441 0.8 -1.3 -0.5 0.295
H 2.6660 4.1445 -2.2496 3.8 4.8 5.3 0.622
```
Positions in Å, forces in eV/Å.